1.
Entry from OMol25: a gas-phase ion, C3H5NO2S (charge -2) (ωB97M-V with the def2-TZVPD basis set).

Summary:
SMILES = O=C([O-])NCC[S-]
energy above the lowest of the compared OMol25 structures with the same formula, charge and spin = 1.1366 eV
HOMO-LUMO gap = 5.78 eV
total charge = -2

Element x y z (Å)
O 1.108 -1.844 -1.079
C 1.274 -0.686 -1.462
O 2.076 -0.169 -2.300
N 0.105 0.052 -1.009
C -0.573 -0.350 0.168
C -0.460 0.706 1.316
S -1.411 0.886 2.931
H -0.029 1.000 -1.326
H -0.291 -1.392 0.563
H -1.777 -0.416 -0.104
H -0.606 1.669 0.699
H 0.582 0.543 1.605

Want to see where the charge sits? The Mulliken charges in e are:
1 O -0.721
2 C 0.489
3 O -0.806
4 N -0.139
5 C -0.177
6 C -0.751
7 S -0.764
8 H 0.192
9 H 0.216
10 H 0.185
11 H 0.116
12 H 0.159

2.
Entry from OMol25: a molecular structure, C12H27INO16PS (ωB97M-V with the def2-TZVPD basis set).

Summary:
HOMO-LUMO gap = 9.55 eV

Element x y z (Å)
N -6.199 -0.915 1.577
O -5.625 -2.056 2.195
S -4.076 -2.391 1.790
O -4.099 -2.618 0.386
O -3.488 -0.869 1.973
P -1.814 -0.852 2.025
O -1.472 0.391 1.044
I -1.384 0.127 4.230
H -5.671 -0.653 0.756
H -6.206 -0.174 2.261
H -1.288 0.003 0.170
C -6.486 -4.003 -2.044
O -5.790 -4.452 -3.213
C -5.204 -5.638 -3.079
O -5.219 -6.328 -2.095
O -4.593 -5.931 -4.228
C -3.914 -7.189 -4.225
H -6.909 -3.034 -2.291
H -7.288 -4.691 -1.786
H -5.799 -3.892 -1.208
H -4.614 -8.003 -4.053
H -3.133 -7.203 -3.468
H -3.468 -7.297 -5.208
C 0.362 2.818 1.599
O 1.090 3.764 0.805
C 2.019 3.217 0.028
O 2.273 2.044 -0.053
O 2.626 4.194 -0.644
C 3.664 3.752 -1.523
H -0.364 3.385 2.174
H -0.168 2.097 0.985
H 1.028 2.299 2.285
H 3.265 3.086 -2.284
H 4.454 3.253 -0.965
H 4.064 4.644 -1.993
C 6.200 9.709 1.285
O 5.702 8.717 2.186
C 5.432 7.545 1.613
O 5.574 7.281 0.449
O 4.980 6.718 2.553
C 4.647 5.415 2.068
H 6.374 10.600 1.880
H 7.135 9.385 0.835
H 5.468 9.927 0.511
H 5.523 4.927 1.646
H 3.853 5.470 1.327
H 4.297 4.844 2.923
C -0.743 -3.728 -1.260
O 0.519 -4.400 -1.249
C 1.191 -4.285 -0.105
O 0.825 -3.682 0.868
O 2.333 -4.957 -0.223
C 3.160 -4.919 0.943
H -1.175 -3.903 -2.241
H -1.406 -4.130 -0.497
H -0.607 -2.659 -1.112
H 2.648 -5.366 1.792
H 3.448 -3.896 1.177
H 4.046 -5.500 0.708

Want to see where the charge sits? The Mulliken charges in e are:
1 N -0.472
2 O -0.235
3 S 0.635
4 O -0.441
5 O -0.116
6 P 0.273
7 O -0.437
8 I -0.177
9 H 0.309
10 H 0.289
11 H 0.332
12 C -0.507
13 O -0.318
14 C 0.812
15 O -0.539
16 O -0.326
17 C -0.619
18 H 0.222
19 H 0.313
20 H 0.176
21 H 0.292
22 H 0.277
23 H 0.222
24 C -0.503
25 O -0.310
26 C 0.813
27 O -0.557
28 O -0.313
29 C -0.672
30 H 0.250
31 H 0.207
32 H 0.306
33 H 0.323
34 H 0.292
35 H 0.233
36 C -0.629
37 O -0.325
38 C 0.793
39 O -0.547
40 O -0.330
41 C -0.597
42 H 0.216
43 H 0.293
44 H 0.297
45 H 0.299
46 H 0.246
47 H 0.268
48 C -0.485
49 O -0.328
50 C 0.791
51 O -0.542
52 O -0.338
53 C -0.622
54 H 0.248
55 H 0.278
56 H 0.178
57 H 0.292
58 H 0.297
59 H 0.215

3.
Entry from OMol25: C4H6N4OS2 in the gas phase (ωB97M-V with the def2-TZVPD basis set).

Summary:
SMILES = N#CN(N)C(=S)S/C=C(\N)O
energy above the lowest of the compared OMol25 structures with the same formula, charge and spin = 0.0000 eV
HOMO-LUMO gap = 8.18 eV

Element x y z (Å)
N -2.002 -1.232 1.777
C -1.699 -0.127 1.770
N -1.319 1.132 1.749
N -2.265 2.098 2.147
C -0.077 1.365 1.249
S 0.234 2.653 0.325
S 1.133 0.023 1.610
C 1.777 -0.224 -0.051
C 1.287 -1.261 -0.764
N 0.455 -2.181 -0.370
O 1.666 -1.405 -2.124
H -2.913 2.462 1.548
H -1.835 2.832 2.666
H 2.623 0.443 -0.395
H 0.131 -2.065 0.558
H -0.079 -2.729 -0.978
H 1.677 -0.525 -2.634

Want to see where the charge sits? The Mulliken charges in e are:
1 N -0.494
2 C 0.453
3 N 0.193
4 N -0.656
5 C 0.321
6 S -0.286
7 S -0.226
8 C -0.666
9 C 0.715
10 N -0.344
11 O -0.560
12 H 0.216
13 H 0.249
14 H 0.400
15 H 0.111
16 H 0.231
17 H 0.342

Number 1: electronic energy -720.7048 Eh, HOMO 0.33 eV, LUMO 0.2247 Ha. Number 2: electronic energy -2769.2763 Eh, HOMO -9.64 eV, LUMO -0.0032 Ha. Number 3: electronic energy -1246.5617 Eh, HOMO -8.57 eV, LUMO -0.0143 Ha.